1.
Below is a structure of composition C35H39BrF6N2O2SbSe2SiSn at a distorted geometry, with properties calculated with ωB97M-V with the def2-TZVPD basis set.

For the strongest force on any atom, the calculation gives 1.348 eV Å⁻¹. The HOMO energy (spin up / spin down) comes out at -2.33 / -2.74 eV. As for the total charge: -2. The LUMO energy (spin up / spin down) comes out at 3.582 / 3.427 eV. The spin multiplicity is 2. The calculation puts the total energy at -10337.49342 Ha.

Last column: Löwdin charge in e.
Positions of all 90 atoms, in Å:
1 Sn 0.419 0.341 -0.283  1.31
2 C -5.415 -1.974 -1.892  -0.42
3 Se -3.708 -1.581 -0.978  0.99
4 C -3.001 -0.461 -2.423  -0.54
5 C -3.840 0.785 -2.614  -0.58
6 Se -2.939 2.165 -3.696  0.88
7 C -2.143 3.195 -2.252  -0.43
8 H -5.246 -2.366 -2.894  0.01
9 H -6.019 -1.070 -1.939  0.00
10 H -5.939 -2.717 -1.293  0.00
11 H -2.972 -1.066 -3.329  0.06
12 H -1.984 -0.238 -2.107  0.01
13 H -4.079 1.253 -1.662  0.03
14 H -4.767 0.560 -3.141  0.04
15 H -2.919 3.572 -1.589  0.01
16 H -1.615 4.016 -2.729  0.01
17 H -1.420 2.593 -1.709  -0.02
18 C 0.045 -3.512 -1.596  -0.02
19 C 1.333 -3.202 -0.887  -0.34
20 C 2.359 -4.128 -0.775  -0.07
21 C 3.525 -3.740 -0.112  -0.10
22 C 3.630 -2.481 0.424  -0.04
23 C 2.555 -1.567 0.260  -0.47
24 N 1.451 -1.973 -0.398  0.04
25 N 2.513 -0.302 0.703  -0.14
26 Si 3.872 0.581 1.272  0.40
27 C 5.367 0.523 0.098  -0.17
28 C 3.360 2.378 1.469  -0.19
29 C 4.458 -0.007 2.992  -0.18
30 H -0.187 -4.575 -1.544  0.07
31 H 0.127 -3.218 -2.644  0.08
32 H -0.758 -2.935 -1.137  0.05
33 H 2.252 -5.122 -1.189  0.09
34 H 4.347 -4.439 -0.007  0.09
35 H 4.509 -2.167 0.970  0.07
36 H 5.112 1.029 -0.834  0.02
37 H 5.648 -0.499 -0.157  0.01
38 H 6.240 1.025 0.521  0.02
39 H 3.036 2.768 0.504  0.02
40 H 4.187 2.995 1.827  0.03
41 H 2.528 2.480 2.165  0.02
42 H 5.059 -0.919 2.959  0.01
43 H 3.593 -0.202 3.628  0.02
44 H 5.060 0.764 3.478  0.01
45 F 1.143 -0.304 -3.217  -0.41
46 Sb 2.266 1.190 -3.519  1.31
47 F 2.799 1.417 -1.729  -0.39
48 F 0.837 2.377 -3.154  -0.38
49 F 3.386 2.665 -3.950  -0.39
50 F 1.727 1.115 -5.343  -0.39
51 F 3.710 0.018 -3.867  -0.37
52 Br -7.003 -0.069 3.706  0.66
53 C -5.547 0.502 2.602  -0.68
54 C -5.711 1.651 1.850  -0.15
55 C -4.644 2.096 1.081  -0.08
56 C -3.454 1.390 1.069  -0.06
57 C -3.313 0.228 1.818  -0.17
58 C -4.368 -0.220 2.602  -0.08
59 C -2.013 -0.565 1.734  -0.66
60 O -1.529 -1.022 2.761  0.04
61 O -1.567 -0.686 0.530  -0.34
62 H -6.648 2.191 1.869  0.09
63 H -4.754 3.004 0.501  0.11
64 H -2.599 1.730 0.499  0.09
65 H -4.252 -1.114 3.199  0.11
66 C 0.040 2.326 1.059  -0.11
67 C -0.168 3.291 1.801  -0.17
68 C -0.316 4.409 2.626  -0.15
69 C -1.570 4.629 3.328  -0.18
70 C -2.426 3.553 3.610  -0.02
71 C -3.630 3.750 4.260  -0.08
72 C -4.021 5.024 4.652  -0.11
73 C -3.195 6.105 4.368  -0.11
74 C -1.993 5.916 3.713  -0.05
75 C 0.829 5.298 2.782  -0.18
76 C 1.806 5.370 1.775  -0.03
77 C 2.941 6.141 1.934  -0.09
78 C 3.135 6.882 3.093  -0.11
79 C 2.185 6.819 4.104  -0.11
80 C 1.055 6.035 3.958  -0.05
81 H -2.112 2.557 3.329  0.11
82 H -4.269 2.900 4.465  0.10
83 H -4.965 5.174 5.161  0.09
84 H -3.499 7.105 4.656  0.09
85 H -1.379 6.773 3.470  0.11
86 H 1.657 4.797 0.871  0.11
87 H 3.691 6.156 1.153  0.10
88 H 4.026 7.485 3.219  0.09
89 H 2.344 7.367 5.026  0.09
90 H 0.363 5.950 4.785  0.11


2.
Below is a structure of composition C35H39ClN5O6TcTe, with properties calculated with ωB97M-V with the def2-TZVPD basis set.

For the strongest force on any atom, the calculation gives 0.691 eV Å⁻¹. The HOMO energy (spin up / spin down) comes out at -13.47 / -13.47 eV. As for the total charge: +2. The LUMO energy (spin up / spin down) comes out at -5.182 / -6.323 eV. The spin multiplicity is 3. The calculation puts the total energy at -2890.62056 Ha.

Last column: Löwdin charge in e.
Positions of all 88 atoms, in Å:
1 Tc -0.448 0.321 -0.537  1.53
2 O 0.589 -1.286 0.438  -0.23
3 C 0.547 -1.474 1.887  -0.16
4 C 1.569 -0.562 2.536  -0.13
5 C 1.442 0.903 2.095  -0.12
6 C 0.047 1.421 2.290  -0.24
7 C -0.337 1.990 3.498  0.02
8 C -1.645 2.390 3.696  0.00
9 C -2.562 2.215 2.672  -0.01
10 C -2.126 1.660 1.489  -0.10
11 N -0.853 1.268 1.293  -0.04
12 H 0.332 -2.121 0.012  0.07
13 H 0.766 -2.522 2.087  0.14
14 H -0.471 -1.266 2.220  0.13
15 H 2.577 -0.909 2.307  0.10
16 H 1.436 -0.643 3.618  0.14
17 H 1.742 1.002 1.054  0.08
18 H 2.134 1.513 2.677  0.13
19 H 0.404 2.111 4.275  0.13
20 H -1.947 2.832 4.635  0.13
21 H -3.596 2.505 2.777  0.13
22 H -2.806 1.507 0.662  0.11
23 O -2.938 -2.181 -2.266  -0.18
24 Cl -1.794 -1.876 -1.533  0.74
25 O -1.120 -3.006 -1.009  -0.24
26 O -2.144 -0.937 -0.385  -0.43
27 O -0.845 -1.029 -2.297  -0.43
28 N -4.309 2.301 -3.807  0.17
29 C -3.291 2.571 -2.975  -0.34
30 C -2.555 1.537 -2.354  -0.03
31 N -1.556 1.823 -1.530  -0.08
32 C -1.272 3.112 -1.285  -0.12
33 C -1.997 4.105 -1.921  -0.07
34 N -2.989 3.852 -2.753  0.16
35 H -4.588 1.363 -4.029  0.12
36 H -4.801 3.069 -4.234  0.12
37 H -2.778 0.499 -2.549  0.10
38 H -0.480 3.332 -0.593  0.10
39 H -1.757 5.145 -1.739  0.13
40 C 6.078 -3.212 -7.512  -0.03
41 C 5.235 -2.690 -6.390  -0.24
42 C 4.383 -1.610 -6.571  0.01
43 C 3.584 -1.099 -5.552  -0.28
44 C 2.657 0.029 -5.902  -0.06
45 C 3.696 -1.708 -4.298  -0.35
46 Te 2.693 -1.066 -2.569  1.90
47 N 2.407 0.835 -3.050  -0.15
48 C 1.813 1.581 -2.198  -0.52
49 O 1.217 1.130 -1.095  -0.31
50 C 1.837 3.052 -2.381  -0.18
51 C 1.755 3.591 -3.659  -0.01
52 C 1.768 4.966 -3.827  -0.05
53 C 1.901 5.799 -2.726  -0.06
54 C 2.019 5.260 -1.450  -0.06
55 C 1.980 3.887 -1.275  -0.05
56 C 4.300 -0.732 -1.271  -0.38
57 C 4.125 -1.244 0.011  -0.15
58 C 5.120 -1.085 0.961  -0.07
59 C 6.279 -0.407 0.615  -0.04
60 C 6.444 0.091 -0.667  -0.02
61 C 5.468 -0.063 -1.651  -0.27
62 C 5.740 0.426 -3.043  -0.03
63 C 4.496 -2.838 -4.082  -0.31
64 C 4.579 -3.565 -2.770  -0.06
65 C 5.259 -3.305 -5.142  0.01
66 H 5.946 -2.623 -8.417  0.08
67 H 5.819 -4.247 -7.738  0.09
68 H 7.134 -3.192 -7.242  0.09
69 H 4.315 -1.153 -7.550  0.13
70 H 2.491 0.027 -6.977  0.09
71 H 3.077 0.993 -5.621  0.07
72 H 1.687 -0.056 -5.414  0.07
73 H 1.665 2.931 -4.511  0.11
74 H 1.682 5.390 -4.817  0.12
75 H 1.928 6.872 -2.861  0.12
76 H 2.145 5.909 -0.595  0.11
77 H 2.069 3.460 -0.284  0.11
78 H 3.222 -1.785 0.266  0.08
79 H 4.999 -1.499 1.953  0.11
80 H 7.068 -0.277 1.342  0.12
81 H 7.362 0.603 -0.924  0.13
82 H 6.555 1.148 -3.032  0.09
83 H 4.871 0.901 -3.495  0.06
84 H 6.039 -0.405 -3.686  0.09
85 H 3.616 -3.638 -2.251  0.06
86 H 5.292 -3.096 -2.089  0.09
87 H 4.905 -4.589 -2.940  0.10
88 H 5.881 -4.178 -4.990  0.13


3.
Below is a structure of composition C35H39I2N8NaO3S2 at a distorted geometry, with properties calculated with ωB97M-V with the def2-TZVPD basis set.

For the strongest force on any atom, the calculation gives 1.575 eV Å⁻¹. The HOMO energy comes out at -6.88 eV. As for the total charge: 0. The LUMO energy comes out at 0.007 eV. The calculation puts the total energy at -3574.98246 Ha.

Last column: Löwdin charge in e.
Positions of all 90 atoms, in Å:
1 Na 0.028 -0.066 -0.055  0.24
2 O -2.490 -0.215 0.676  -0.52
3 S -3.715 -1.092 1.358  1.04
4 C -2.960 1.021 0.076  -0.23
5 C -3.302 2.087 1.106  -0.16
6 C -2.197 3.118 1.320  -0.16
7 C -0.871 2.504 1.752  -0.26
8 S 0.803 3.696 0.128  1.03
9 O 0.066 2.321 0.676  -0.55
10 C -0.113 4.095 -1.331  -0.51
11 C -0.343 5.436 -1.611  -0.11
12 C -0.992 5.791 -2.785  -0.09
13 C -1.441 4.811 -3.656  -0.08
14 C -1.222 3.472 -3.363  -0.05
15 C -0.542 3.110 -2.213  -0.07
16 C -3.300 -1.134 3.068  -0.50
17 C -4.358 -1.232 3.968  -0.11
18 C -4.105 -1.425 5.316  -0.08
19 C -2.800 -1.495 5.777  -0.09
20 C -1.749 -1.371 4.880  -0.09
21 C -1.991 -1.200 3.527  -0.10
22 H -3.809 0.775 -0.564  0.12
23 H -2.147 1.315 -0.583  0.10
24 H -3.538 1.587 2.050  0.10
25 H -4.219 2.595 0.803  0.12
26 H -2.513 3.848 2.068  0.12
27 H -2.038 3.682 0.399  0.11
28 H -1.020 1.494 2.132  0.09
29 H -0.379 3.092 2.531  0.11
30 H -0.026 6.196 -0.913  0.10
31 H -1.165 6.834 -3.005  0.10
32 H -1.959 5.090 -4.561  0.10
33 H -1.561 2.699 -4.037  0.07
34 H -0.361 2.066 -2.002  0.07
35 H -5.375 -1.156 3.613  0.10
36 H -4.932 -1.505 6.006  0.11
37 H -2.603 -1.647 6.828  0.10
38 H -0.728 -1.435 5.233  0.10
39 H -1.165 -1.124 2.826  0.08
40 I -2.060 -0.377 -4.733  0.91
41 C -0.075 -0.015 -4.249  -0.66
42 C 0.854 0.172 -5.280  -0.24
43 C 2.165 0.442 -5.013  -0.69
44 I 3.469 0.727 -6.612  0.90
45 C 2.605 0.533 -3.666  -0.21
46 C 3.932 0.837 -3.295  -0.05
47 C 4.267 0.932 -1.980  -0.04
48 C 3.274 0.703 -1.015  -0.14
49 N 2.037 0.397 -1.308  0.12
50 C 1.674 0.324 -2.623  -0.13
51 C 0.257 0.050 -2.898  -0.52
52 O -0.579 -0.082 -1.956  -0.20
53 H 0.514 0.109 -6.305  0.07
54 H 4.671 1.005 -4.067  0.05
55 H 5.272 1.179 -1.674  0.10
56 H 3.519 0.788 0.033  0.09
57 N 1.689 0.749 6.031  0.14
58 C 1.964 0.343 4.763  -0.37
59 C 0.986 0.430 3.749  -0.10
60 N 1.228 0.035 2.521  0.10
61 C 2.452 -0.444 2.266  -0.14
62 C 3.406 -0.519 3.260  -0.10
63 N 3.173 -0.135 4.513  0.13
64 H 0.769 1.047 6.296  0.10
65 H 2.397 0.633 6.736  0.10
66 H 0.004 0.819 3.973  0.10
67 H 2.663 -0.772 1.263  0.07
68 H 4.392 -0.910 3.047  0.11
69 C 1.620 -3.100 0.110  -0.19
70 N 0.248 -2.675 -0.183  -0.08
71 C -0.036 -3.021 -1.587  -0.16
72 N 0.126 -4.449 -1.838  -0.08
73 C 1.496 -4.819 -1.505  -0.17
74 N 1.828 -4.526 -0.109  -0.08
75 C 0.882 -5.251 0.740  -0.18
76 N -0.508 -4.893 0.465  -0.08
77 C -0.655 -3.456 0.669  -0.17
78 C -0.774 -5.176 -0.947  -0.17
79 H 1.840 -2.872 1.155  0.11
80 H 2.302 -2.532 -0.530  0.12
81 H 0.648 -2.466 -2.230  0.12
82 H -1.053 -2.711 -1.826  0.13
83 H 2.180 -4.268 -2.155  0.13
84 H 1.630 -5.889 -1.681  0.13
85 H 1.105 -5.029 1.787  0.13
86 H 1.010 -6.324 0.576  0.12
87 H -0.438 -3.223 1.718  0.12
88 H -1.683 -3.160 0.453  0.11
89 H -1.804 -4.893 -1.176  0.13
90 H -0.656 -6.249 -1.120  0.13